Entry 1:
Below is a molecular structure, C20H25AgBrN7OS2Si, with properties calculated with ωB97M-V with the def2-TZVPD basis set.

Values from the calculation:
Gap between HOMO and LUMO ... 7.11 eV
Charge ... 0
E_HOMO ... -0.2485 Eh
Relative energy (zero: lowest compared OMol25 entry of this formula, charge and spin) ... 0.0 kJ/mol

Each line ends with the Löwdin charge.
Cartesian coordinates (Å):
Ag1 -0.61 0.69 0.19  0.61
Br1 -2.04 0.18 2.70  0.77
S1 3.53 1.73 -2.29  1.03
S2 -0.28 5.70 0.97  1.04
Si1 -0.42 -3.11 -0.13  0.31
O1 1.71 -1.02 6.08  0.08
N1 -0.32 3.21 0.37  0.05
N2 -2.24 3.90 1.51  0.09
N3 1.62 1.46 -0.62  0.04
N4 0.65 0.45 2.38  -0.01
N5 2.43 -0.60 -1.37  0.11
N6 -0.30 -1.58 -0.86  -0.13
N7 -1.30 0.15 -2.00  0.06
C1 0.28 -4.56 -1.10  -0.19
C2 -2.24 2.17 -2.95  -0.04
C3 -0.23 0.08 3.29  -0.74
C4 1.40 -0.53 4.86  -0.31
C5 0.89 3.72 -0.09  -0.33
C6 -2.19 -3.54 0.28  -0.18
C7 -0.93 -1.16 -1.98  -0.46
C8 -1.03 4.13 0.94  -0.71
C9 -2.13 -0.01 -4.22  -0.07
C10 -1.18 -1.94 -3.15  -0.04
C11 1.94 0.33 2.71  -0.12
C12 1.08 5.04 0.14  -0.36
C13 2.44 0.76 -1.35  -0.70
C14 1.81 2.81 -0.80  -0.35
C15 2.81 3.16 -1.64  -0.36
C16 0.59 -3.03 1.44  -0.17
C17 0.06 -0.41 4.54  -0.04
C18 -1.87 0.71 -3.07  -0.36
C19 2.36 -0.16 3.93  0.01
C20 -1.77 -1.36 -4.24  -0.09
H1 1.61 -2.69 1.23  0.03
H2 2.64 0.63 1.94  0.11
H3 -0.71 -0.71 5.24  0.12
H4 -1.95 2.72 -3.84  0.08
H5 -1.96 -1.95 -5.13  0.10
H6 3.42 -0.25 4.15  0.12
H7 1.32 -4.39 -1.40  0.02
H8 -2.75 -3.75 -0.64  0.03
H9 -2.87 4.67 1.66  0.09
H10 1.53 -1.02 -1.08  0.04
H11 -0.87 -2.97 -3.16  0.08
H12 -2.28 -4.41 0.93  0.03
H13 0.65 -4.01 1.92  0.03
H14 -0.29 -4.78 -2.01  0.01
H15 -2.67 -2.69 0.77  0.01
H16 -2.59 0.47 -5.08  0.10
H17 -1.75 2.60 -2.08  0.05
H18 3.12 4.14 -1.95  0.07
H19 1.93 5.65 -0.10  0.07
H20 0.26 -5.46 -0.48  0.03
H21 2.89 -1.05 -2.14  0.09
H22 -2.66 3.00 1.31  0.07
H23 2.66 -1.08 6.18  0.12
H24 0.15 -2.33 2.16  0.00
H25 -3.33 2.28 -2.83  0.08


Entry 2:
Below is a gas-phase ion, C4H8NO2 (charge -1) at a distorted geometry, with properties calculated with ωB97M-V with the def2-TZVPD basis set.

Values from the calculation:
Gap between HOMO and LUMO ... 7.89 eV
Charge ... -1
E_HOMO ... -0.1347 Eh
Relative energy (zero: lowest compared OMol25 entry of this formula, charge and spin) ... 97.0 kJ/mol

Each line ends with the Löwdin charge.
Cartesian coordinates (Å):
O1 -0.53 1.59 -0.38  -0.10
O2 -1.08 0.98 1.71  -0.07
N1 0.48 -1.18 -0.90  -0.09
C1 1.58 -0.33 1.19  -0.09
C2 0.27 -0.55 0.41  -0.35
C3 -0.46 -0.80 -2.00  -0.15
C4 -0.58 0.79 0.60  -0.72
H1 -1.43 -1.17 -1.62  0.08
H2 1.24 -0.09 2.21  0.07
H3 -0.33 -1.25 1.01  0.12
H4 2.29 -1.17 1.25  0.06
H5 1.45 -1.01 -1.12  0.07
H6 -0.63 0.24 -2.30  0.05
H7 2.12 0.55 0.88  0.07
H8 -0.26 -1.35 -2.91  0.05


Entry 3:
Below is 3 unconnected molecules or ions with the total composition C25H39BCl2F6N5O9PS at a distorted geometry, with properties calculated with ωB97M-V with the def2-TZVPD basis set.

Values from the calculation:
Gap between HOMO and LUMO ... 7.59 eV
Charge ... 0
E_HOMO ... -0.3427 Eh
Relative energy (zero: lowest compared OMol25 entry of this formula, charge and spin) ... 1883.1 kJ/mol

Each line ends with the Löwdin charge.
Cartesian coordinates (Å):
Cl1 -1.14 -1.07 3.78  0.53
Cl2 2.03 -0.55 3.21  0.61
S1 -0.18 3.47 0.88  0.87
P1 -2.55 0.16 -0.19  0.86
F1 -1.50 3.56 -2.17  -0.02
F2 -7.55 3.24 1.16  -0.01
F3 -1.56 1.28 -3.21  -0.01
F4 0.46 -1.85 -0.65  -0.08
F5 -7.74 5.11 -0.43  0.01
F6 -5.88 4.97 1.17  0.01
O1 -0.70 4.12 2.23  -0.34
O2 1.35 1.38 -1.58  -0.20
O3 -0.92 -5.96 1.28  0.01
O4 3.51 1.43 -3.40  -0.21
O5 3.76 -9.17 1.06  0.01
O6 0.08 4.78 0.02  -0.35
O7 1.96 3.72 3.50  0.01
O8 3.83 2.49 2.43  0.02
O9 -1.40 2.48 0.37  -0.29
N1 2.01 -7.79 0.73  0.16
N2 -2.49 -5.28 2.74  0.15
N3 -1.05 -3.78 1.84  0.15
N4 -2.10 -1.09 0.70  -0.30
N5 2.73 -8.22 2.83  0.15
C1 0.36 0.83 -0.71  -0.21
C2 2.89 -8.44 1.51  -0.73
C3 5.41 -0.33 -2.99  -0.11
C4 1.33 -0.85 -2.73  -0.02
C5 -0.50 0.54 2.97  -0.59
C6 0.27 -0.66 -1.43  -0.19
C7 -6.79 4.19 0.28  -0.22
C8 2.93 2.71 -2.95  -0.12
C9 -4.45 1.32 -2.96  0.00
C10 -3.49 2.18 -1.90  -0.12
C11 1.21 0.88 0.75  -0.21
C12 1.42 2.53 1.03  -0.13
C13 -5.96 3.25 -0.80  -0.02
C14 3.31 -0.93 0.18  0.02
C15 -1.46 -5.07 1.91  -0.72
C16 -6.91 2.39 -1.88  0.03
C17 1.37 2.47 -2.39  -0.21
C18 4.88 1.23 -2.89  -0.24
C19 2.76 0.44 0.28  -0.08
C20 -1.82 2.08 -2.00  -0.22
C21 -0.18 1.42 4.29  -0.18
C22 0.69 0.04 2.00  -0.52
C23 -1.13 1.45 -0.61  -0.32
C24 -6.11 1.41 -2.94  -0.04
C25 -4.30 3.14 -0.84  0.06
B1 2.38 2.89 2.32  -0.42
H1 -3.98 0.62 -3.79  0.11
H2 -0.68 2.50 4.23  0.09
H3 -2.23 -1.98 0.18  0.00
H4 -2.83 -6.23 2.83  0.11
H5 0.32 -1.05 1.65  0.08
H6 2.45 -0.81 -2.43  0.05
H7 2.85 -1.84 0.76  0.07
H8 2.02 -7.63 3.22  0.10
H9 2.88 3.49 -3.85  0.15
H10 5.91 -0.57 -4.03  0.08
H11 5.64 1.87 -3.53  0.13
H12 3.52 3.15 -2.03  0.12
H13 -0.67 0.98 5.29  0.08
H14 4.57 -1.13 -2.83  0.06
H15 -3.71 3.82 -0.06  0.13
H16 -0.75 -0.82 -2.04  0.14
H17 6.24 -0.58 -2.16  0.09
H18 4.29 -1.14 -0.48  0.08
H19 -2.97 -0.47 -1.45  0.06
H20 -1.46 0.97 2.47  0.09
H21 -6.80 0.83 -3.71  0.10
H22 -3.66 0.79 0.51  0.06
H23 2.13 4.67 3.17  0.13
H24 2.09 -7.92 -0.27  0.11
H25 3.53 1.28 -0.08  0.12
H26 2.12 3.02 0.18  0.16
H27 0.93 1.60 4.58  0.07
H28 1.28 -7.18 1.08  0.07
H29 5.00 1.55 -1.77  0.11
H30 4.40 3.34 2.35  0.14
H31 -0.27 -3.58 1.23  0.10
H32 -2.95 -4.55 3.28  0.10
H33 1.02 -0.17 -3.65  0.11
H34 -8.08 2.46 -1.91  0.11
H35 1.05 3.55 -2.03  0.14
H36 0.76 2.31 -3.40  0.14
H37 1.12 -1.97 -3.09  0.11
H38 -1.48 -3.03 2.36  -0.01
H39 3.37 -8.70 3.45  0.11


Entry 4:
Below is 6 unconnected molecules or ions with the total composition C24H32O16 at a distorted geometry, with properties calculated with ωB97M-V with the def2-TZVPD basis set.

Values from the calculation:
Gap between HOMO and LUMO ... 8.65 eV
Charge ... 0
E_HOMO ... -0.3622 Eh

Each line ends with the Löwdin charge.
Cartesian coordinates (Å):
O1 8.41 16.34 19.20  0.10
O2 11.10 19.21 9.80  -0.01
O3 10.99 10.29 16.38  0.03
O4 13.28 14.43 16.45  0.12
O5 9.69 19.26 16.51  0.04
O6 15.65 16.89 12.50  0.10
O7 8.76 10.25 16.52  0.11
O8 9.98 8.49 15.90  0.03
O9 12.06 18.98 11.83  0.09
O10 20.78 13.11 13.20  0.11
O11 18.65 13.76 13.29  0.01
O12 9.22 18.61 14.55  0.02
O13 13.24 19.69 10.01  -0.01
O14 11.77 12.54 20.24  0.11
O15 10.24 17.14 15.95  0.08
O16 20.11 15.19 13.82  0.03
C1 10.37 19.01 17.77  0.00
C2 9.79 18.23 15.71  -0.60
C3 15.18 14.67 15.12  0.05
C4 8.79 7.70 15.74  -0.03
C5 18.36 12.45 12.96  -0.07
C6 9.11 17.60 13.59  -0.06
C7 19.94 13.97 13.42  -0.65
C8 8.95 14.57 20.66  0.04
C9 10.31 15.17 18.52  0.04
C10 13.01 15.90 14.62  0.06
C11 9.11 15.38 19.37  -0.37
C12 14.40 19.45 10.79  -0.04
C13 15.88 15.43 14.29  0.03
C14 13.75 14.89 15.49  -0.38
C15 9.82 9.72 16.27  -0.66
C16 21.50 15.56 14.00  0.00
C17 10.92 11.59 16.88  -0.04
C18 9.95 13.76 21.00  0.00
C19 12.17 19.25 10.64  -0.57
C20 11.07 13.51 20.13  -0.42
C21 11.29 14.36 18.94  0.02
C22 11.31 19.16 8.34  -0.02
C23 15.14 16.36 13.46  -0.39
C24 13.70 16.60 13.73  0.04
H1 10.82 11.53 17.94  0.08
H2 8.08 14.76 21.30  0.12
H3 18.44 11.81 13.84  0.11
H4 9.53 16.73 14.03  0.07
H5 9.93 13.24 21.96  0.12
H6 8.00 7.99 16.42  0.08
H7 15.30 19.73 10.22  0.10
H8 16.94 15.25 14.07  0.12
H9 15.60 13.82 15.57  0.11
H10 14.58 18.38 10.99  0.08
H11 11.80 12.14 16.45  0.11
H12 11.28 18.45 17.59  0.09
H13 10.01 12.01 16.46  0.09
H14 8.94 6.64 15.85  0.09
H15 13.27 17.40 13.17  0.09
H16 19.11 12.08 12.27  0.10
H17 9.59 17.82 12.62  0.10
H18 10.62 18.34 8.05  0.10
H19 14.36 19.98 11.74  0.10
H20 8.05 17.33 13.39  0.10
H21 21.78 15.43 15.06  0.10
H22 12.03 16.23 14.94  0.09
H23 8.34 7.93 14.76  0.11
H24 10.99 20.08 7.89  0.08
H25 10.46 19.98 18.23  0.10
H26 12.23 14.21 18.40  0.10
H27 9.79 18.29 18.35  0.08
H28 12.34 18.89 8.05  0.10
H29 17.42 12.30 12.49  0.09
H30 10.48 15.89 17.69  0.10
H31 21.52 16.61 13.72  0.09
H32 22.21 14.93 13.48  0.09


| no. | electronic energy (eV) |
| --- | --- |
| 1 | -137216.805 |
| 2 | -9863.781 |
| 3 | -114565.319 |
| 4 | -58163.008 |